Record 1
Below is a cluster of 9 separate species, C18H50Br4O7 in total, with properties calculated with ωB97M-V with the def2-TZVPD basis set.

Summary:
E_LUMO: 0.28 eV
DFT total energy: -11538.49565 Ha
structure (SMILES): BrCCBr.BrCCBr.CCO.CCO.CCO.CCO.CCO.CCO.CCO
2S+1: 1
E_HOMO: -9.5 eV
gap between HOMO and LUMO: 9.8 eV

CARTESIAN COORDINATES (ANGSTROEM)
Br: 1.746 -2.942 4.284
C: 2.239 -1.127 3.977
C: 3.027 -0.635 5.174
Br: 3.437 1.191 4.778
H: 1.388 -0.499 3.743
H: 2.884 -1.059 3.097
H: 3.904 -1.258 5.404
H: 2.371 -0.479 6.039
Br: -1.168 -0.894 -2.393
C: -0.443 -1.250 -0.653
C: -1.581 -1.295 0.365
Br: -0.810 -1.651 2.047
H: 0.289 -0.459 -0.423
H: 0.097 -2.179 -0.723
H: -2.255 -2.111 0.100
H: -2.134 -0.365 0.418
C: -5.156 -1.123 0.618
C: -6.331 -0.329 1.155
O: -5.926 1.068 1.087
H: -4.334 -1.025 1.335
H: -4.820 -0.747 -0.340
H: -5.429 -2.174 0.578
H: -6.630 -0.689 2.143
H: -7.189 -0.428 0.468
H: -6.571 1.643 1.509
C: -3.534 4.035 -0.594
C: -3.370 2.548 -0.751
O: -3.285 1.871 0.532
H: -3.731 4.612 -1.498
H: -2.713 4.527 -0.068
H: -4.418 4.263 0.031
H: -2.396 2.302 -1.189
H: -4.119 2.170 -1.438
H: -4.185 1.612 0.795
C: 0.925 -2.731 -4.870
C: 2.307 -2.790 -4.307
O: 2.308 -2.571 -2.893
H: 0.648 -1.732 -5.208
H: 0.222 -3.156 -4.137
H: 0.943 -3.388 -5.745
H: 2.960 -2.063 -4.810
H: 2.749 -3.780 -4.411
H: 2.378 -1.630 -2.692
C: -0.965 4.051 2.669
C: -0.591 2.522 2.647
O: -0.593 1.976 1.313
H: -1.899 4.163 2.114
H: -0.159 4.588 2.139
H: -1.054 4.423 3.696
H: -1.312 1.887 3.174
H: 0.397 2.316 3.076
H: -1.515 1.884 1.044
C: 2.292 2.840 -2.901
C: 1.792 1.401 -2.896
O: 2.696 0.591 -2.118
H: 1.369 3.384 -3.100
H: 2.996 2.979 -3.721
H: 2.701 3.069 -1.916
H: 1.749 0.964 -3.902
H: 0.813 1.226 -2.463
H: 2.478 0.656 -1.189
C: 4.372 1.806 1.140
C: 2.919 2.334 1.129
O: 1.998 1.341 0.555
H: 5.060 2.339 1.805
H: 4.871 1.819 0.174
H: 4.333 0.747 1.427
H: 2.905 3.228 0.499
H: 2.641 2.636 2.152
H: 1.078 1.633 0.707
C: 1.327 -5.064 0.047
C: 1.424 -5.326 -1.452
O: 2.761 -5.347 -1.847
H: 1.704 -4.042 0.206
H: 1.971 -5.751 0.595
H: 0.298 -5.155 0.393
H: 0.786 -4.610 -1.965
H: 1.013 -6.316 -1.618
H: 3.048 -4.473 -2.148

Atom charges from the Mulliken analysis, given in e for atoms 1 to 8:
1. Br -0.1338
2. C -0.2716
3. C -0.5035
4. Br -0.1775
5. H 0.0552
6. H 0.2246
7. H 0.4162
8. H 0.3341


Record 2
Below is a cluster of 12 separate species, C18H50N10O22 in total, with properties calculated with ωB97M-V with the def2-TZVPD basis set.

Summary:
E_LUMO: -0.65 eV
DFT total energy: -2917.67201 Ha
structure (SMILES): C[N+](=O)[O-].C[N+](=O)[O-].C[N+](=O)[O-].C[N+](=O)[O-].C[N+](=O)[O-].C[N+](=O)[O-].C[N+](=O)[O-].C[N+](=O)[O-].C[N+](=O)[O-].C[N+](=O)[O-].CCOCC.CCOCC
2S+1: 1
E_HOMO: -9.8 eV
gap between HOMO and LUMO: 9.2 eV

CARTESIAN COORDINATES (ANGSTROEM)
C: -4.745 -3.991 2.519
N: -4.343 -2.753 3.229
O: -3.348 -2.789 3.944
O: -4.947 -1.737 2.951
H: -4.083 -4.027 1.662
H: -5.801 -3.883 2.303
H: -4.595 -4.844 3.173
C: -0.658 -0.814 3.904
N: 0.696 -1.283 4.282
O: 0.834 -2.473 4.547
O: 1.582 -0.442 4.290
H: -0.839 0.051 4.546
H: -1.430 -1.520 4.191
H: -0.652 -0.539 2.856
C: -3.011 0.560 1.518
N: -3.731 -0.010 0.354
O: -4.215 0.782 -0.425
O: -3.808 -1.206 0.247
H: -1.976 0.807 1.291
H: -3.070 -0.197 2.297
H: -3.513 1.461 1.853
C: -1.377 -0.427 -2.750
N: -2.785 -0.444 -3.210
O: -3.514 -1.164 -2.578
O: -3.114 0.255 -4.128
H: -1.224 0.312 -1.969
H: -0.781 -0.328 -3.651
H: -1.211 -1.378 -2.253
C: 5.149 -0.755 -3.145
N: 4.361 0.220 -2.355
O: 3.840 1.133 -2.973
O: 4.206 0.018 -1.166
H: 5.028 -0.540 -4.197
H: 4.748 -1.731 -2.877
H: 6.204 -0.730 -2.884
C: 3.178 2.274 3.164
N: 3.083 3.542 3.910
O: 2.375 4.424 3.503
O: 3.764 3.639 4.904
H: 3.286 2.497 2.106
H: 2.257 1.726 3.351
H: 4.034 1.724 3.523
C: 2.168 -5.153 2.810
N: 3.276 -5.560 1.921
O: 4.078 -6.356 2.365
O: 3.347 -5.093 0.800
H: 1.278 -5.672 2.461
H: 2.059 -4.076 2.736
H: 2.438 -5.477 3.806
C: -2.130 3.471 -1.834
N: -2.233 4.427 -0.720
O: -3.342 4.792 -0.419
O: -1.226 4.890 -0.251
H: -1.126 3.048 -1.781
H: -2.175 3.963 -2.800
H: -2.839 2.668 -1.663
C: -4.227 -4.218 -1.973
N: -5.097 -4.658 -0.836
O: -6.179 -4.150 -0.695
O: -4.629 -5.530 -0.115
H: -4.803 -3.472 -2.507
H: -4.010 -5.095 -2.575
H: -3.298 -3.892 -1.520
C: 4.943 -2.390 0.617
N: 4.584 -1.730 1.881
O: 4.771 -0.538 1.941
O: 4.152 -2.418 2.781
H: 4.088 -2.293 -0.044
H: 5.160 -3.444 0.762
H: 5.832 -1.920 0.214
C: -0.975 -2.978 0.855
C: 0.385 -2.360 0.569
O: 0.210 -1.051 0.113
C: 1.465 -0.385 -0.139
C: 1.246 1.110 -0.320
H: -1.705 -2.821 0.060
H: -0.907 -4.044 1.084
H: -1.397 -2.556 1.774
H: 0.948 -2.396 1.515
H: 0.933 -3.041 -0.103
H: 2.296 -0.693 0.497
H: 1.736 -0.831 -1.113
H: 1.610 1.490 -1.268
H: 1.771 1.630 0.485
H: 0.192 1.354 -0.175
C: 1.403 3.849 -3.276
C: 1.119 5.248 -2.772
O: -0.089 5.687 -3.377
C: -0.425 7.024 -3.101
C: -1.662 7.356 -3.917
H: 0.555 3.213 -3.024
H: 1.556 3.820 -4.354
H: 2.308 3.447 -2.816
H: 1.018 5.239 -1.679
H: 1.912 5.965 -3.025
H: -0.598 7.221 -2.034
H: 0.401 7.708 -3.358
H: -2.501 6.797 -3.491
H: -1.578 7.047 -4.957
H: -1.935 8.410 -3.873

Atom charges from the Mulliken analysis, given in e for atoms 1 to 8:
1. C -0.4685
2. N 0.9695
3. O -0.5846
4. O -0.5561
5. H 0.0507
6. H 0.2879
7. H 0.2775
8. C -0.5250


Record 3
Below is a cluster of 9 separate species, C18H50N2O11S8 in total, with properties calculated with ωB97M-V with the def2-TZVPD basis set.

Summary:
E_LUMO: 0.34 eV
DFT total energy: -4838.19418 Ha
2S+1: 1
E_HOMO: -8.2 eV
gap between HOMO and LUMO: 8.5 eV

CARTESIAN COORDINATES (ANGSTROEM)
O: 1.933 -1.016 1.680
C: 1.467 0.043 1.809
N: 0.961 1.136 2.025
N: -0.261 1.509 1.329
C: -1.397 0.932 1.934
O: -1.903 1.288 2.952
O: -1.941 -0.060 1.176
H: -0.181 1.405 0.322
H: -1.256 -0.533 0.695
C: 1.955 -1.828 6.204
S: 1.481 -0.412 5.207
O: 2.723 0.377 4.991
C: 0.492 0.425 6.427
H: 2.597 -2.454 5.588
H: 2.499 -1.478 7.081
H: 1.061 -2.381 6.494
H: 1.074 0.638 7.323
H: -0.372 -0.191 6.670
H: 0.147 1.354 5.979
C: 1.794 -2.155 -1.521
S: 2.293 -0.443 -1.694
O: 1.038 0.366 -1.716
C: 2.867 -0.594 -3.381
H: 1.352 -2.260 -0.533
H: 1.075 -2.394 -2.304
H: 2.671 -2.794 -1.607
H: 2.062 -0.971 -4.008
H: 3.707 -1.285 -3.407
H: 3.179 0.395 -3.712
C: 0.978 5.861 -1.194
S: 0.145 5.151 0.222
O: -0.562 3.949 -0.286
C: -1.093 6.440 0.403
H: 1.756 5.162 -1.482
H: 0.271 5.984 -2.014
H: 1.435 6.815 -0.931
H: -1.658 6.523 -0.525
H: -0.601 7.381 0.648
H: -1.748 6.139 1.217
C: -3.401 -0.026 5.596
S: -3.579 1.285 6.804
O: -2.308 1.334 7.585
C: -4.782 0.451 7.838
H: -2.658 0.296 4.867
H: -3.069 -0.932 6.104
H: -4.359 -0.173 5.099
H: -4.354 -0.484 8.198
H: -5.684 0.278 7.252
H: -5.002 1.112 8.673
C: -4.214 3.673 3.351
S: -5.658 3.624 4.412
O: -5.862 2.198 4.782
C: -6.875 3.982 3.143
H: -3.354 3.423 3.968
H: -4.327 2.936 2.556
H: -4.100 4.678 2.944
H: -6.801 3.230 2.359
H: -6.698 4.982 2.745
H: -7.853 3.939 3.616
C: 4.897 -4.752 -4.422
S: 3.357 -4.482 -5.302
O: 2.605 -3.459 -4.520
C: 2.614 -6.060 -4.906
H: 5.487 -3.842 -4.513
H: 4.679 -4.957 -3.374
H: 5.433 -5.584 -4.879
H: 2.562 -6.166 -3.822
H: 3.204 -6.863 -5.347
H: 1.615 -6.071 -5.339
C: -0.835 -9.238 -6.119
S: -1.358 -7.746 -6.968
O: -0.120 -6.985 -7.281
C: -2.093 -6.952 -5.537
H: -0.306 -9.851 -6.845
H: -0.170 -8.966 -5.300
H: -1.710 -9.773 -5.750
H: -1.337 -6.847 -4.759
H: -2.936 -7.547 -5.184
H: -2.440 -5.972 -5.857
C: 3.322 3.757 -3.604
S: 4.284 5.277 -3.626
O: 3.322 6.405 -3.545
C: 4.778 5.131 -5.347
H: 2.871 3.643 -2.622
H: 2.544 3.813 -4.364
H: 3.993 2.919 -3.791
H: 3.885 5.096 -5.970
H: 5.380 4.231 -5.473
H: 5.371 6.010 -5.589

Atom charges from the Mulliken analysis, given in e for atoms 1 to 8:
1. O -0.4725
2. C 0.7247
3. N -0.5188
4. N 0.1343
5. C 0.5486
6. O -0.5544
7. O -0.5088
8. H 0.2520


Record 4
Below is a cluster of 5 separate species, C18H50N4O6 in total, with properties calculated with ωB97M-V with the def2-TZVPD basis set.

Summary:
E_LUMO (spin up / spin down): -2.73 / -8.60 eV
DFT total energy: -1385.74165 Ha
⟨S²⟩: 0.756
charge: +1
2S+1: 2
E_HOMO (spin up / spin down): -11.4 / -11.4 eV
gap between HOMO and LUMO (spin up / spin down): 8.7 / 2.8 eV

CARTESIAN COORDINATES (ANGSTROEM)
C: -3.918 -3.673 0.880
C: -4.937 -4.261 -0.055
O: -4.420 -5.201 -0.876
O: -4.528 -2.631 1.561
H: -3.094 -3.266 0.293
H: -3.494 -4.380 1.593
H: -5.438 -3.470 -0.613
H: -5.878 -4.643 0.341
H: -4.934 -5.099 -1.679
H: -4.486 -1.836 1.025
C: 0.461 -1.154 1.260
C: -0.851 -0.812 0.474
C: -1.014 0.719 0.258
O: -0.751 1.524 1.386
C: -1.639 1.449 2.501
N: -0.844 -1.566 -0.694
H: 1.289 -0.546 0.897
H: 0.849 -2.152 1.058
H: 0.306 -1.062 2.336
H: -1.644 -0.995 1.200
H: -2.053 0.884 -0.028
H: -0.464 0.997 -0.642
H: -2.666 1.310 2.164
H: -1.530 2.388 3.045
H: -1.337 0.704 3.237
H: 0.070 -1.943 -0.903
H: -1.500 -2.332 -0.747
C: -5.806 1.411 0.483
C: -4.982 0.658 -0.590
C: -4.364 1.548 -1.663
O: -4.224 0.885 -2.941
C: -2.974 0.286 -3.161
N: -4.105 -0.326 0.111
H: -6.626 2.051 0.158
H: -5.173 2.049 1.101
H: -6.143 0.720 1.256
H: -5.604 -0.100 -1.067
H: -3.468 2.051 -1.298
H: -4.904 2.483 -1.812
H: -2.749 -0.554 -2.503
H: -2.166 1.013 -3.237
H: -3.055 -0.343 -4.047
H: -3.441 0.194 0.667
H: -3.511 -0.825 -0.535
C: 2.658 1.822 2.581
C: 2.398 3.294 2.248
C: 2.986 3.711 0.842
O: 4.461 3.637 0.725
C: 5.062 4.569 1.567
N: 1.010 3.565 2.130
H: 2.481 1.578 3.629
H: 3.714 1.656 2.369
H: 2.206 1.159 1.844
H: 2.881 3.871 3.036
H: 2.657 4.694 0.502
H: 2.576 2.980 0.145
H: 4.665 5.583 1.509
H: 6.094 4.604 1.220
H: 5.224 4.302 2.611
H: 0.426 2.841 1.737
H: 0.788 3.652 3.111
C: 2.791 -2.608 -2.091
C: 4.031 -2.057 -2.836
C: 4.855 -1.017 -2.094
O: 5.440 -1.581 -0.997
C: 6.280 -0.701 -0.263
N: 4.802 -3.223 -3.259
H: 2.241 -3.364 -2.651
H: 2.135 -1.750 -1.939
H: 2.971 -3.072 -1.121
H: 3.630 -1.688 -3.780
H: 4.137 -0.309 -1.680
H: 5.620 -0.624 -2.765
H: 7.327 -0.891 -0.502
H: 6.167 -0.858 0.809
H: 6.120 0.369 -0.393
H: 5.431 -3.350 -2.480
H: 5.475 -2.945 -3.959

Atom charges from the Mulliken analysis, given in e for atoms 1 to 8:
1. C 0.1401
2. C -0.4156
3. O -0.5229
4. O -0.5775
5. H -0.4000
6. H 0.4181
7. H 0.1760
8. H 0.3822


Record 5
Below is a cluster of 6 separate species, C18H51ClF3NO25P7S in total, with properties calculated with ωB97M-V with the def2-TZVPD basis set.

Summary:
E_LUMO: -5.90 eV
DFT total energy: -6198.89750 Ha
charge: +1
2S+1: 1
E_HOMO: -10.7 eV
gap between HOMO and LUMO: 4.8 eV

CARTESIAN COORDINATES (ANGSTROEM)
N: 3.399 -2.815 -4.551
P: 2.626 -3.270 -5.862
O: 2.431 -4.961 -5.957
O: 3.521 -2.788 -7.248
P: 0.619 -2.417 -6.037
C: 0.365 -0.776 -5.143
C: -0.940 0.022 -5.616
O: -1.461 -0.025 -6.746
Cl: -1.703 1.146 -4.378
S: -0.884 -3.776 -5.233
O: -0.263 -4.919 -4.443
O: -1.793 -3.037 -4.276
C: -1.840 -4.556 -6.665
F: -2.051 -5.913 -6.320
F: -3.079 -3.872 -6.761
F: -1.120 -4.421 -7.872
H: 4.267 -2.328 -4.868
H: 2.256 -5.324 -5.056
H: 3.316 -1.842 -7.456
H: 0.326 -2.293 -7.433
H: 0.272 -1.011 -4.021
H: 1.293 -0.123 -5.275
C: 1.538 0.213 2.083
O: 1.004 0.542 0.802
P: 1.641 1.900 -0.027
O: 0.918 1.498 -1.308
O: 3.151 1.258 0.001
C: 3.397 0.015 -0.632
O: 2.299 3.319 -0.731
C: 1.346 4.320 -1.071
H: 0.718 0.114 2.793
H: 2.052 -0.749 2.003
H: 2.239 0.967 2.443
H: 2.487 -0.458 -1.009
H: 3.859 -0.656 0.094
H: 4.092 0.166 -1.460
H: 0.625 4.456 -0.264
H: 0.828 4.048 -1.993
H: 1.877 5.260 -1.233
C: -3.519 -2.797 -0.103
O: -2.265 -3.179 0.459
P: -2.130 -4.756 1.129
O: -0.618 -4.588 1.232
O: -2.526 -5.445 -0.307
C: -1.728 -5.191 -1.450
O: -2.047 -6.324 1.821
C: -1.641 -6.360 3.185
H: -3.830 -1.847 0.331
H: -3.390 -2.665 -1.180
H: -4.293 -3.546 0.076
H: -0.950 -4.446 -1.268
H: -2.378 -4.827 -2.247
H: -1.262 -6.122 -1.779
H: -2.158 -5.590 3.762
H: -0.561 -6.220 3.260
H: -1.897 -7.339 3.594
C: -7.204 6.656 -5.397
O: -6.757 5.301 -5.393
P: -5.163 4.979 -5.949
O: -5.241 3.550 -5.423
O: -4.525 5.968 -4.808
C: -4.746 5.691 -3.435
O: -3.582 4.719 -6.564
C: -3.507 3.793 -7.639
H: -8.159 6.714 -5.920
H: -7.352 6.974 -4.362
H: -6.488 7.323 -5.878
H: -5.435 4.859 -3.275
H: -5.166 6.583 -2.967
H: -3.792 5.463 -2.958
H: -4.299 3.985 -8.366
H: -3.587 2.772 -7.260
H: -2.539 3.910 -8.131
C: 6.456 1.334 4.546
O: 5.096 1.688 4.790
P: 4.783 2.950 5.915
O: 3.323 2.990 5.477
O: 5.671 4.013 5.036
C: 5.308 4.291 3.694
O: 4.514 4.187 7.074
C: 3.666 3.823 8.157
H: 6.572 0.257 4.674
H: 6.700 1.592 3.512
H: 7.142 1.854 5.216
H: 4.488 3.663 3.337
H: 6.178 4.120 3.059
H: 5.017 5.340 3.613
H: 3.930 2.835 8.538
H: 2.622 3.833 7.836
H: 3.793 4.556 8.955
C: -1.649 -1.701 8.911
O: -0.823 -2.533 8.100
P: -0.440 -1.987 6.516
O: 0.609 -3.079 6.341
O: 0.247 -0.618 7.100
C: 1.369 -0.704 7.961
O: -0.204 -1.377 4.930
C: -0.596 -2.248 3.876
H: -2.481 -2.291 9.296
H: -1.055 -1.342 9.756
H: -2.039 -0.845 8.358
H: 1.615 -1.731 8.241
H: 1.149 -0.142 8.870
H: 2.232 -0.251 7.470
H: -1.567 -2.700 4.090
H: 0.156 -3.026 3.733
H: -0.672 -1.664 2.957

Atom charges from the Mulliken analysis, given in e for atoms 1 to 8:
1. N -0.5819
2. P 0.7537
3. O -0.5049
4. O -0.5000
5. P 0.0846
6. C -0.6162
7. C 0.5480
8. O -0.4490


- Which formula does entry 4 have?
  C18H50N4O6


- Which value of 2S+1 does entry 1 give?
  1


Copy entry 4 word for word.
Below is a cluster of 5 separate species, C18H50N4O6 in total, with properties calculated with ωB97M-V with the def2-TZVPD basis set.

Summary:
E_LUMO (spin up / spin down): -2.73 / -8.60 eV
DFT total energy: -1385.74165 Ha
⟨S²⟩: 0.756
charge: +1
2S+1: 2
E_HOMO (spin up / spin down): -11.4 / -11.4 eV
gap between HOMO and LUMO (spin up / spin down): 8.7 / 2.8 eV

CARTESIAN COORDINATES (ANGSTROEM)
C: -3.918 -3.673 0.880
C: -4.937 -4.261 -0.055
O: -4.420 -5.201 -0.876
O: -4.528 -2.631 1.561
H: -3.094 -3.266 0.293
H: -3.494 -4.380 1.593
H: -5.438 -3.470 -0.613
H: -5.878 -4.643 0.341
H: -4.934 -5.099 -1.679
H: -4.486 -1.836 1.025
C: 0.461 -1.154 1.260
C: -0.851 -0.812 0.474
C: -1.014 0.719 0.258
O: -0.751 1.524 1.386
C: -1.639 1.449 2.501
N: -0.844 -1.566 -0.694
H: 1.289 -0.546 0.897
H: 0.849 -2.152 1.058
H: 0.306 -1.062 2.336
H: -1.644 -0.995 1.200
H: -2.053 0.884 -0.028
H: -0.464 0.997 -0.642
H: -2.666 1.310 2.164
H: -1.530 2.388 3.045
H: -1.337 0.704 3.237
H: 0.070 -1.943 -0.903
H: -1.500 -2.332 -0.747
C: -5.806 1.411 0.483
C: -4.982 0.658 -0.590
C: -4.364 1.548 -1.663
O: -4.224 0.885 -2.941
C: -2.974 0.286 -3.161
N: -4.105 -0.326 0.111
H: -6.626 2.051 0.158
H: -5.173 2.049 1.101
H: -6.143 0.720 1.256
H: -5.604 -0.100 -1.067
H: -3.468 2.051 -1.298
H: -4.904 2.483 -1.812
H: -2.749 -0.554 -2.503
H: -2.166 1.013 -3.237
H: -3.055 -0.343 -4.047
H: -3.441 0.194 0.667
H: -3.511 -0.825 -0.535
C: 2.658 1.822 2.581
C: 2.398 3.294 2.248
C: 2.986 3.711 0.842
O: 4.461 3.637 0.725
C: 5.062 4.569 1.567
N: 1.010 3.565 2.130
H: 2.481 1.578 3.629
H: 3.714 1.656 2.369
H: 2.206 1.159 1.844
H: 2.881 3.871 3.036
H: 2.657 4.694 0.502
H: 2.576 2.980 0.145
H: 4.665 5.583 1.509
H: 6.094 4.604 1.220
H: 5.224 4.302 2.611
H: 0.426 2.841 1.737
H: 0.788 3.652 3.111
C: 2.791 -2.608 -2.091
C: 4.031 -2.057 -2.836
C: 4.855 -1.017 -2.094
O: 5.440 -1.581 -0.997
C: 6.280 -0.701 -0.263
N: 4.802 -3.223 -3.259
H: 2.241 -3.364 -2.651
H: 2.135 -1.750 -1.939
H: 2.971 -3.072 -1.121
H: 3.630 -1.688 -3.780
H: 4.137 -0.309 -1.680
H: 5.620 -0.624 -2.765
H: 7.327 -0.891 -0.502
H: 6.167 -0.858 0.809
H: 6.120 0.369 -0.393
H: 5.431 -3.350 -2.480
H: 5.475 -2.945 -3.959

Atom charges from the Mulliken analysis, given in e for atoms 1 to 8:
1. C 0.1401
2. C -0.4156
3. O -0.5229
4. O -0.5775
5. H -0.4000
6. H 0.4181
7. H 0.1760
8. H 0.3822